{"formula": "C25H32N11O2SSc", "method": "ωB97M-V/def2-TZVPD", "charge": 2, "e_tot_ha": -2883.21634, "lumo_energy_ev": -5.869, "elements": ["Sc", "C", "C", "C", "C", "N", "C", "C", "C", "C", "C", "C", "N", "C", "C", "C", "C", "C", "N", "H", "H", "H", "H", "H", "H", "H", "H", "H", "H", "H", "S", "C", "C", "C", "C", "C", "N", "H", "H", "H", "H", "N", "N", "C", "N", "N", "N", "O", "O", "H", "H", "H", "H", "H", "C", "C", "C", "C", "N", "N", "H", "H", "H", "H", "H", "H", "H", "H", "H", "H", "H", "H"], "coordinates": [[0.2900, -0.6662, -0.8209], [-0.7604, -5.1229, -1.4325], [-0.3614, -5.7204, -0.2527], [0.2562, -4.9427, 0.7156], [0.4453, -3.5927, 0.4749], [0.0371, -3.0056, -0.6631], [-0.5449, -3.7642, -1.5933], [1.1675, -2.7109, 1.4255], [1.5901, -3.1189, 2.6826], [2.3251, -2.2372, 3.4558], [2.6619, -0.9931, 2.9478], [2.2120, -0.6504, 1.6824], [1.4406, -1.4819, 0.9689], [2.5870, 0.6068, 0.9859], [3.4487, 1.5398, 1.5397], [3.7864, 2.6641, 0.8060], [3.2576, 2.8196, -0.4639], [2.4012, 1.8456, -0.9415], [2.0666, 0.7604, -0.2403], [-1.2343, -5.6884, -2.2217], [-0.5147, -6.7779, -0.0860], [0.5984, -5.3970, 1.6329], [-0.8677, -3.2560, -2.4910], [1.3562, -4.1032, 3.0576], [2.6575, -2.5282, 4.4432], [3.2704, -0.3175, 3.5287], [3.8617, 1.3973, 2.5266], [4.4587, 3.4036, 1.2196], [3.5020, 3.6748, -1.0774], [1.9530, 1.9341, -1.9239], [-2.0225, -0.7881, -1.9870], [-2.5123, -1.0232, -0.3197], [-3.8330, -1.2166, 0.0933], [-4.0919, -1.3907, 1.4358], [-3.0403, -1.3742, 2.3540], [-1.7655, -1.1823, 1.8763], [-1.5050, -1.0048, 0.5713], [-4.6225, -1.2293, -0.6446], [-5.1080, -1.5426, 1.7755], [-3.2126, -1.5112, 3.4116], [-0.9108, -1.1689, 2.5450], [-0.7550, 2.0243, -3.2610], [-0.3387, 1.3493, -4.4106], [0.5685, 0.3639, -4.3805], [0.9448, -0.1433, -5.5481], [0.9680, -0.0699, -3.1623], [1.9620, -0.9990, -3.1133], [2.0104, -1.5483, -1.9965], [2.7238, -1.2631, -4.0053], [-1.6736, 1.6815, -2.9871], [-0.7976, 3.0137, -3.4771], [-0.8186, 1.5242, -5.2822], [0.6313, 0.2753, -6.4087], [1.7021, -0.8065, -5.5849], [-2.6543, 2.7890, 1.3453], [-1.1551, 3.0686, 1.4754], [-0.7528, 4.2807, 0.6453], [-0.7929, 3.2866, 2.9394], [-0.3324, 1.9057, 1.0500], [-0.5888, 1.4538, -0.2825], [-3.2287, 3.6116, 1.7712], [-2.9302, 1.8770, 1.8824], [-2.9802, 2.6935, 0.3058], [-1.2714, 5.1699, 1.0023], [-1.0212, 4.1617, -0.4082], [0.3217, 4.4558, 0.7178], [-1.3346, 4.1409, 3.3435], [0.2763, 3.4712, 3.0471], [-1.0588, 2.4136, 3.5418], [-0.5775, 1.1276, 1.6559], [-0.1819, 2.1268, -0.9253], [-1.5884, 1.4248, -0.4865]], "forces_ev_per_a": [[-0.06, 0.07, -0.08], [-0.01, 0.00, -0.02], [0.01, 0.00, 0.01], [-0.01, 0.00, -0.02], [0.00, 0.01, 0.01], [-0.01, -0.05, -0.02], [0.00, 0.01, 0.02], [0.01, 0.00, 0.01], [0.00, 0.00, -0.01], [0.00, 0.00, 0.00], [0.00, -0.01, 0.00], [0.00, -0.01, 0.00], [-0.01, 0.01, -0.03], [0.00, 0.00, 0.01], [0.01, 0.00, -0.01], [0.01, 0.01, 0.01], [0.00, -0.01, -0.01], [0.00, 0.00, 0.01], [0.03, 0.03, -0.02], [0.00, 0.00, 0.00], [0.00, 0.00, 0.00], [0.00, 0.00, 0.00], [0.00, 0.00, 0.00], [0.00, 0.00, 0.00], [0.00, 0.00, 0.00], [0.00, 0.00, 0.00], [0.00, 0.00, 0.00], [0.00, 0.00, 0.00], [0.00, 0.00, 0.00], [0.00, 0.00, 0.00], [0.00, -0.01, 0.06], [-0.01, -0.01, -0.03], [0.00, 0.00, -0.01], [-0.01, 0.00, 0.00], [0.02, 0.00, 0.00], [-0.04, -0.01, 0.00], [0.04, 0.00, 0.00], [0.00, 0.00, 0.00], [0.00, 0.00, 0.00], [0.00, 0.00, 0.00], [0.00, 0.00, 0.00], [0.00, 0.00, 0.00], [0.00, -0.03, 0.02], [-0.04, 0.03, 0.01], [0.01, 0.01, 0.00], [0.09, -0.05, -0.02], [-0.14, 0.06, 0.08], [0.10, -0.05, 0.03], [0.01, -0.01, -0.02], [0.00, 0.01, 0.00], [-0.01, 0.00, 0.00], [0.01, 0.00, 0.00], [0.00, 0.00, 0.00], [0.00, -0.01, 0.00], [-0.02, 0.01, 0.00], [0.01, -0.01, 0.00], [0.00, 0.01, -0.02], [0.00, 0.00, 0.01], [-0.01, -0.02, -0.01], [0.01, -0.01, 0.02], [0.00, 0.00, 0.00], [0.00, 0.00, 0.00], [0.01, 0.00, 0.00], [0.00, 0.00, 0.01], [0.00, 0.00, 0.00], [0.00, 0.00, 0.00], [0.00, 0.00, 0.00], [0.00, 0.00, 0.00], [0.00, 0.00, 0.00], [0.00, 0.01, 0.01], [0.00, 0.00, -0.01], [0.00, 0.01, 0.01]]}

***

{"formula": "C25H32N2O2", "method": "ωB97M-V/def2-TZVPD", "e_tot_ha": -1231.85001, "smiles": "CCc1ccc(CN2CCC(Oc3ccc(C(=O)N4CCCC4)cc3)CC2)cc1", "lumo_energy_ev": 0.735, "elements": ["C", "H", "H", "H", "C", "C", "C", "C", "C", "C", "C", "H", "H", "C", "N", "C", "C", "H", "H", "C", "C", "C", "H", "H", "H", "H", "H", "O", "C", "C", "C", "C", "C", "C", "H", "H", "C", "O", "N", "C", "C", "H", "C", "H", "C", "H", "H", "H", "H", "H", "H", "H", "H", "H", "H", "H", "H", "H", "H", "H", "H"], "coordinates": [[0.3356, 7.4191, 3.4983], [0.0185, 6.5304, 4.0397], [1.3037, 7.7363, 3.8788], [-0.3805, 8.2137, 3.6969], [0.3980, 7.1446, 2.0009], [1.2804, 5.9942, 1.5890], [1.2063, 5.5348, 0.2757], [1.9995, 4.4959, -0.1647], [2.8915, 3.8733, 0.7014], [2.9660, 4.3231, 2.0094], [2.1748, 5.3731, 2.4474], [2.2638, 5.6970, 3.4723], [3.6518, 3.8513, 2.6998], [3.7522, 2.7435, 0.2051], [2.9717, 1.7920, -0.5673], [3.8025, 0.8402, -1.2770], [2.9467, -0.0119, -2.2082], [3.5711, -0.7267, -2.7452], [2.4494, 0.6287, -2.9365], [1.8775, -0.7538, -1.4089], [1.0649, 0.2744, -0.6185], [1.9969, 1.1039, 0.2563], [2.4915, 0.4455, 0.9976], [1.4200, 1.8540, 0.8020], [0.3096, -0.2157, -0.0022], [0.5570, 0.9296, -1.3274], [2.3685, -1.4583, -0.7209], [1.0773, -1.4628, -2.3398], [0.2688, -2.4723, -1.9262], [-0.4926, -3.0756, -2.9307], [-1.3434, -4.1189, -2.6388], [-1.4721, -4.5787, -1.3325], [-0.7062, -3.9913, -0.3371], [0.1584, -2.9487, -0.6231], [0.7418, -2.5248, 0.1791], [-0.7702, -4.3602, 0.6769], [-2.3788, -5.7314, -1.0311], [-2.1567, -6.8640, -1.4196], [-3.4602, -5.4237, -0.2838], [-3.9065, -4.0823, 0.0479], [-5.2644, -4.2924, 0.7218], [-5.1323, -4.4154, 1.7973], [-5.7619, -5.6006, 0.1087], [-6.1687, -5.4186, -0.8867], [-4.4786, -6.4168, 0.0107], [-4.2510, -6.9106, 0.9629], [-4.4868, -7.1729, -0.7761], [-6.5213, -6.0889, 0.7150], [-5.9403, -3.4577, 0.5482], [-4.0038, -3.4818, -0.8646], [-3.1951, -3.5792, 0.7075], [-1.9167, -4.5865, -3.4253], [-0.3882, -2.7068, -3.9389], [4.3533, 0.1814, -0.5778], [4.5369, 1.3949, -1.8665], [4.2652, 2.2593, 1.0567], [4.5227, 3.1525, -0.4579], [1.9302, 4.1438, -1.1825], [0.5141, 6.0061, -0.4085], [-0.6131, 6.9473, 1.6328], [0.7514, 8.0456, 1.4885]], "forces_ev_per_a": [[-0.04, 0.02, -0.25], [-0.01, -0.06, 0.11], [0.07, 0.01, 0.11], [-0.02, 0.05, 0.07], [-0.02, 0.07, 0.16], [-0.04, 0.02, -0.02], [0.06, -0.03, 0.01], [0.01, 0.04, 0.01], [0.08, 0.05, 0.16], [0.08, -0.11, -0.16], [-0.10, 0.12, 0.01], [-0.03, 0.06, 0.12], [0.06, -0.08, 0.05], [0.05, -0.01, -0.08], [0.14, 0.00, 0.07], [-0.04, -0.04, -0.24], [-0.04, -0.27, 0.23], [0.00, -0.02, -0.03], [-0.01, 0.03, -0.06], [0.13, 0.44, 0.16], [0.15, -0.29, 0.08], [-0.30, -0.01, -0.06], [0.01, 0.08, 0.02], [0.04, -0.12, 0.04], [-0.03, 0.01, 0.00], [-0.05, 0.01, -0.03], [-0.05, 0.05, -0.07], [-0.04, -0.09, -0.16], [-0.21, -0.19, -0.08], [0.13, 0.16, 0.06], [0.01, -0.01, 0.13], [0.21, -0.05, -0.01], [-0.19, -0.14, -0.19], [0.27, 0.27, 0.01], [0.06, 0.07, 0.04], [-0.03, -0.01, 0.10], [0.04, 0.14, 0.10], [0.11, -0.21, -0.20], [-0.17, -0.14, 0.13], [0.02, 0.61, 0.04], [0.01, -0.04, -0.11], [-0.01, 0.02, 0.04], [0.14, 0.02, 0.11], [-0.03, -0.02, -0.04], [-0.11, -0.43, -0.05], [-0.07, -0.06, -0.08], [0.00, 0.03, 0.13], [-0.06, -0.03, -0.03], [0.02, 0.05, 0.06], [0.01, 0.01, 0.12], [-0.11, 0.03, -0.08], [-0.04, -0.05, -0.09], [0.01, 0.05, -0.12], [0.02, 0.07, -0.02], [0.02, -0.06, 0.07], [0.00, 0.06, -0.06], [0.02, -0.09, 0.07], [-0.03, -0.04, -0.13], [-0.08, 0.05, -0.07], [0.05, 0.06, -0.05], [-0.09, -0.02, -0.03]]}

***

{"formula": "C25H32N2O3", "method": "ωB97M-V/def2-TZVPD", "e_tot_ha": -1307.13229, "smiles": "CCCCN1C[C@H](Cc2ccccc2)[C@@H](CC(=O)NCc2ccc(OC)cc2)C1=O", "lumo_energy_ev": 0.749, "elements": ["C", "C", "C", "H", "C", "N", "C", "O", "C", "C", "C", "O", "N", "H", "C", "C", "C", "C", "C", "C", "C", "H", "H", "O", "C", "H", "H", "H", "H", "H", "H", "H", "H", "H", "C", "C", "C", "C", "C", "C", "C", "C", "H", "H", "H", "H", "H", "H", "H", "C", "H", "H", "H", "H", "H", "H", "H", "H", "H", "H", "H", "H"], "coordinates": [[-0.9854, -3.9164, -1.6494], [-0.3319, -2.5416, -1.5880], [0.2113, -2.2358, -0.1947], [0.9613, -2.9801, 0.0797], [0.8658, -0.8548, -0.1175], [-0.0501, 0.2112, -0.4294], [0.0968, 1.0358, -1.4758], [0.9975, 0.9976, -2.2940], [-1.0422, 2.0536, -1.4507], [-0.4830, 3.4599, -1.1844], [0.4386, 3.4651, 0.0274], [0.0485, 3.6927, 1.1558], [1.7282, 3.2199, -0.2803], [1.9541, 2.8831, -1.2050], [2.7692, 3.1238, 0.7242], [3.2981, 1.7194, 0.8517], [3.9428, 1.1164, -0.2183], [4.4133, -0.1824, -0.1356], [4.2483, -0.9052, 1.0408], [3.6119, -0.2993, 2.1251], [3.1394, 0.9930, 2.0258], [2.6394, 1.4452, 2.8697], [3.4952, -0.8685, 3.0339], [4.6579, -2.1901, 1.2333], [5.2883, -2.8596, 0.1686], [6.2213, -2.3661, -0.1218], [5.5116, -3.8587, 0.5395], [4.6308, -2.9361, -0.7036], [4.9040, -0.6157, -0.9925], [4.0817, 1.6629, -1.1398], [3.5824, 3.8065, 0.4484], [2.3265, 3.4579, 1.6651], [-1.3089, 4.1473, -0.9954], [0.0675, 3.7959, -2.0641], [-1.9892, 1.5352, -0.3584], [-3.1720, 0.7823, -0.9896], [-4.0676, 0.1615, 0.0439], [-4.8955, 0.9571, 0.8267], [-5.7063, 0.3932, 1.7944], [-5.7004, -0.9772, 1.9944], [-4.8816, -1.7792, 1.2191], [-4.0710, -1.2119, 0.2511], [-3.4408, -1.8450, -0.3584], [-4.8751, -2.8495, 1.3668], [-6.3344, -1.4182, 2.7492], [-6.3468, 1.0236, 2.3936], [-4.9075, 2.0264, 0.6715], [-3.7486, 1.4873, -1.5938], [-2.7822, 0.0065, -1.6526], [-1.1064, 0.5990, 0.4758], [-0.6835, 1.1211, 1.3427], [-1.6568, -0.2736, 0.8328], [-2.3646, 2.3503, 0.2619], [-1.5318, 2.0673, -2.4290], [1.6790, -0.7847, -0.8446], [1.2762, -0.6942, 0.8851], [-0.5982, -2.3000, 0.5360], [0.4836, -2.4885, -2.3119], [-1.0617, -1.7781, -1.8657], [-1.8092, -3.9821, -0.9410], [-1.3737, -4.1126, -2.6460], [-0.2645, -4.6928, -1.4028]], "forces_ev_per_a": [[0.08, 0.23, -0.11], [-0.01, -0.20, 0.27], [0.02, 0.34, -0.32], [0.01, -0.05, 0.08], [0.22, -0.29, 0.07], [-0.10, -0.11, 0.09], [-0.37, 0.05, -0.17], [0.34, 0.10, -0.40], [-0.02, 0.17, 0.07], [0.00, -0.14, 0.05], [-0.12, 0.31, -0.55], [-0.25, 0.00, 0.43], [0.45, 0.00, -0.08], [-0.18, 0.03, -0.03], [0.04, 0.06, 0.10], [-0.01, 0.10, -0.04], [-0.09, 0.06, 0.24], [0.16, -0.31, -0.05], [-0.10, 0.15, 0.13], [0.15, -0.21, -0.06], [0.09, -0.03, -0.09], [-0.06, 0.05, 0.10], [-0.02, -0.07, 0.12], [-0.15, 0.19, 0.21], [0.10, -0.11, -0.16], [-0.04, -0.01, 0.00], [0.00, 0.06, -0.07], [0.03, 0.02, 0.02], [0.05, -0.08, -0.07], [0.02, 0.05, -0.14], [-0.11, -0.04, 0.11], [0.13, 0.00, -0.11], [0.09, -0.01, 0.01], [-0.02, 0.01, 0.00], [-0.03, -0.07, -0.13], [0.08, 0.13, 0.22], [-0.03, -0.06, -0.16], [0.02, -0.03, -0.02], [-0.05, 0.06, 0.07], [-0.05, -0.07, 0.07], [-0.02, -0.10, 0.06], [-0.03, 0.04, -0.02], [0.10, -0.06, -0.09], [0.00, -0.08, 0.01], [-0.05, -0.03, 0.06], [-0.05, 0.05, 0.05], [0.00, 0.14, -0.02], [0.05, -0.03, -0.09], [-0.01, -0.01, -0.09], [-0.13, 0.11, 0.38], [-0.07, -0.08, -0.02], [0.03, 0.03, 0.01], [0.02, -0.02, 0.00], [0.06, -0.07, 0.05], [-0.02, 0.00, 0.14], [0.02, 0.04, -0.13], [-0.03, -0.09, 0.09], [0.01, 0.09, -0.06], [0.02, 0.07, -0.07], [-0.11, -0.06, 0.07], [-0.07, -0.11, -0.07], [0.04, -0.13, 0.03]]}

***

What energy relative to the best compared isomer or geometry (same formula, charge and spin) values result from the calculations? In sequence: 0.0 31.3 3.7 kcal/mol.